C15H20Cl5NOS3Yb as an isolated structure at a distorted geometry, computed with ωB97M-V/def2-TZVPD.

Results
**Expectation value of S²**: 0.755
**Max |F|**: 5.09 eV/A
**Kohn-Sham gap (alpha / beta)**: 4.4 / 8.1 eV
**2S+1**: 2
**Energy above the lowest of the compared OMol25 structures with the same formula, charge and spin**: 148.2 kcal/mol
**Net charge**: +1
**LUMO (alpha / beta)**: -0.0966 / -0.1005 Eh

Cartesian coordinates (Å):
1 Yb -0.32548 0.01824 -2.13182
2 Cl 0.43686 6.01509 -2.65623
3 Cl 0.06546 2.42172 -6.70460
4 Cl 1.06011 3.75268 -0.77717
5 Cl 0.46658 5.36412 -5.80016
6 Cl -0.69419 0.04402 -4.62654
7 S 3.21643 -1.68490 2.75749
8 S 1.54887 -1.69737 0.20361
9 S 0.88053 1.21435 2.15067
10 O -2.25041 -0.58999 -1.39456
11 N -3.80631 -0.71400 0.35090
12 C 0.40651 4.40344 -3.32545
13 C -4.69836 0.00508 1.30249
14 C 2.89637 -3.00191 0.50240
15 C -3.53800 -2.11842 0.61296
16 C 0.22336 4.12912 -4.67926
17 C 2.24373 0.67101 1.17607
18 C -0.10882 1.76929 -4.14293
19 C 0.52200 3.38952 -2.36421
20 C 1.99940 -0.02948 -0.00580
21 C -0.07231 2.78443 -5.09016
22 C 2.79087 -3.24518 1.92067
23 C 0.17440 2.16789 -2.87137
24 C 0.78818 -0.05472 3.44154
25 C 1.72050 -1.37042 3.57158
26 C -3.17176 -0.11453 -0.69977
27 H 2.47902 -3.89372 -0.08836
28 H 3.04309 0.17957 1.82472
29 H 1.04369 -2.21512 3.69893
30 H -0.31893 -0.37460 3.68868
31 H -3.82050 0.73102 -1.01736
32 H 2.73618 1.59251 1.00778
33 H 1.82069 -3.69028 2.25004
34 H -2.66399 -2.36784 -0.01869
35 H 3.57563 -3.89590 2.34484
36 H -4.43089 -2.70381 0.24068
37 H -4.28978 0.96010 1.61405
38 H 0.82337 -1.71506 1.32629
39 H 1.06124 0.48607 4.33281
40 H 2.09878 -1.31697 4.57767
41 H -3.37109 -2.23333 1.72950
42 H 3.84273 -2.78947 -0.11720
43 H 2.90850 -0.09920 -0.59667
44 H -4.74137 -0.54671 2.22024
45 H 1.07036 0.27824 -0.52748
46 H -5.64125 0.08546 0.78916

Atomic partial charges in e from the Mulliken method, atoms 1 to 8: 1.00, -0.18, -0.20, -0.19, -0.15, -0.28, -0.12, -0.04